A molecular structure, C44H37CrN3OP3. Source: OMol25; level of theory: ωB97M-V/def2-TZVPD.

Positions of all 89 atoms, in Å:
Cr  -1.723  0.049  0.079
P  0.469  -1.689  0.421
P  -0.570  1.665  1.455
P  -0.333  -0.027  -1.899
O  -3.211  -1.819  1.289
N  -4.663  -0.014  -0.882
N  -2.577  -0.632  1.673
N  0.762  -1.102  -1.165
C  -1.965  -5.581  0.008
C  3.342  1.414  2.626
C  -2.242  0.568  5.075
C  -0.824  -3.944  1.343
C  -1.765  -2.578  -5.467
C  -0.003  -1.505  -4.235
C  -1.593  -4.903  -1.143
C  0.253  1.985  -3.708
C  4.012  1.911  1.518
C  -1.028  2.607  5.389
C  0.796  1.118  -2.760
C  -2.641  3.276  0.702
C  -3.275  4.417  0.244
C  -1.261  3.274  0.931
C  -3.514  0.092  -0.767
C  -0.940  -0.969  -3.348
C  4.036  -2.432  2.288
C  3.293  2.364  0.421
C  2.771  -1.948  1.984
C  1.080  2.827  -4.431
C  -0.840  -3.740  -1.054
C  -0.453  -3.253  0.190
C  -2.292  -1.230  -3.548
C  1.909  2.318  0.429
C  4.028  -3.719  0.258
C  2.760  -3.250  -0.039
C  2.167  1.119  -2.528
C  2.452  2.801  -4.223
C  2.994  1.951  -3.271
C  -2.702  -2.032  -4.605
C  -1.117  1.588  3.196
C  4.669  -3.308  1.421
C  -0.414  -2.311  -5.282
C  -1.170  5.577  0.246
C  2.131  -2.346  0.815
C  -0.531  4.438  0.717
C  1.956  1.384  2.649
C  -1.802  1.577  5.905
C  -2.527  -0.521  2.946
C  -1.933  0.559  3.706
C  -0.684  2.599  4.048
C  -2.534  5.566  0.001
C  -1.574  -5.103  1.252
C  1.229  1.858  1.558
H  -3.031  -0.810  -2.887
H  -2.853  -0.234  5.472
H  4.527  -2.127  3.203
H  -2.066  1.565  6.954
H  2.250  -3.611  -0.926
H  -1.890  -5.273  -2.116
H  -3.011  -1.314  3.511
H  -3.970  -1.531  0.749
H  1.392  -1.625  -1.763
H  2.587  0.477  -1.763
H  0.657  3.503  -5.163
H  1.052  -1.281  -4.111
H  -0.691  3.409  6.033
H  -3.756  -2.229  -4.748
H  -2.561  -6.481  -0.063
H  -1.865  -5.632  2.151
H  -3.220  2.377  0.894
H  5.093  1.940  1.507
H  3.099  3.439  -4.812
H  0.531  4.464  0.923
H  -2.084  -3.200  -6.293
H  -0.817  1.987  -3.887
H  3.900  1.048  3.478
H  1.352  2.637  -0.444
H  -4.342  4.403  0.071
H  -3.025  6.454  -0.374
H  0.320  -2.727  -5.959
H  2.275  -1.259  2.655
H  3.810  2.753  -0.448
H  4.064  1.934  -3.105
H  4.513  -4.418  -0.412
H  1.440  1.005  3.522
H  -0.595  6.476  0.068
H  5.658  -3.681  1.651
H  -0.064  3.393  3.647
H  -0.520  -3.563  2.314
H  -0.567  -3.215  -1.960

## Properties
**HOMO (spin up / spin down)**: -10.4 / -11.2 eV
**Total charge**: +1
**Frontier orbital gap (spin up / spin down)**: 7.20 / 7.70 eV
**Molar mass**: 768.718 g/mol
**2S+1**: 5
**E_LUMO (spin up / spin down)**: -0.117 / -0.127 Eh
**Expectation value of S²**: 6.030

These are the Mulliken partial charges, in e, on atoms 1 to 4: number 1, Cr, carries -1.310; number 2, P, carries 0.774; number 3, P, carries 2.230; number 4, P, carries 2.052

=====

A molecular structure, C44H37CuN4O2. Source: OMol25; level of theory: ωB97M-V/def2-TZVPD.

Positions of all 88 atoms, in Å:
Cu  0.425  0.355  -0.033
O  2.752  -0.242  -3.526
O  2.629  0.022  3.475
N  -0.873  -1.484  -0.478
N  2.398  -0.089  -0.031
N  0.958  0.297  -2.147
N  0.847  0.208  2.000
C  -0.079  0.439  3.048
C  -3.674  6.149  0.817
C  -2.037  0.888  4.977
C  -0.237  1.719  3.594
C  3.065  -0.153  -1.175
C  -2.378  6.167  1.310
C  -5.120  -0.116  0.296
C  -4.887  -3.964  0.377
C  2.216  -0.031  -2.429
C  -0.579  -2.019  3.027
C  -0.333  -0.974  -3.786
C  4.440  -0.328  -1.189
C  -4.510  0.059  -0.942
C  -3.252  3.982  -0.153
C  5.101  -0.416  0.028
C  -3.414  -3.374  -1.913
C  -3.231  0.584  -1.026
C  -3.165  0.812  1.358
C  -4.100  5.054  0.078
C  -0.666  1.419  -3.557
C  -2.108  0.131  -5.007
C  -1.773  -2.187  -0.553
C  -5.336  -4.373  -0.873
C  -1.235  1.931  4.537
C  -3.702  -3.259  0.491
C  -1.824  -0.390  4.484
C  4.388  -0.316  1.216
C  0.693  2.829  3.203
C  3.016  -0.145  1.140
C  -4.435  0.259  1.444
C  -2.970  -2.972  -0.657
C  -0.851  -0.627  3.523
C  -0.231  2.752  -3.011
C  -1.949  3.975  0.357
C  -1.530  5.097  1.074
C  -0.974  2.872  0.161
C  -4.602  -4.077  -2.015
C  -1.176  1.552  0.049
C  -1.398  -1.015  -4.678
C  2.121  0.042  2.347
C  0.008  0.249  -3.185
C  -1.722  1.343  -4.458
C  -2.538  0.981  0.124
C  0.472  -2.213  -3.519
H  -2.813  1.069  5.711
H  -3.597  3.150  -0.744
H  -2.754  0.698  -1.993
H  -2.651  1.133  2.256
H  -4.959  -4.387  -2.988
H  -3.349  -2.904  1.450
H  0.054  3.231  0.161
H  4.852  -0.357  2.191
H  -1.064  3.456  -2.985
H  -4.898  0.141  2.418
H  -5.030  -0.229  -1.849
H  -1.301  -2.724  3.443
H  0.873  2.828  2.129
H  -2.837  -3.108  -2.790
H  -5.468  -4.184  1.262
H  -2.940  0.082  -5.699
H  -2.254  2.251  -4.720
H  4.945  -0.388  -2.142
H  -1.379  2.929  4.936
H  0.288  3.798  3.496
H  -6.115  -0.541  0.362
H  -1.658  -1.964  -5.138
H  0.730  -2.296  -2.465
H  1.411  -2.174  -4.077
H  0.554  3.174  -3.645
H  0.423  -2.337  3.326
H  -0.611  -2.065  1.941
H  -4.342  6.982  0.997
H  0.169  2.650  -2.006
H  1.657  2.684  3.695
H  -0.517  5.116  1.460
H  -5.104  5.034  -0.329
H  6.176  -0.551  0.051
H  -2.026  7.019  1.881
H  -0.078  -3.107  -3.821
H  -6.266  -4.920  -0.958
H  -2.426  -1.218  4.843

## Properties
**HOMO (spin up / spin down)**: -4.6 / -5.2 eV
**Total charge**: -1
**Frontier orbital gap (spin up / spin down)**: 6.94 / 7.47 eV
**Molar mass**: 717.352 g/mol
**2S+1**: 2
**E_LUMO (spin up / spin down)**: 0.085 / 0.085 Eh
**Expectation value of S²**: 0.755
**ΔE to the lowest compared entry with this formula, charge and spin**: 0.0 kcal per mole

These are the Mulliken partial charges, in e, on atoms 1 to 4: number 1, Cu, carries -0.414; number 2, O, carries -0.794; number 3, O, carries -0.819; number 4, N, carries -0.454

=====

A molecular structure, C44H37N7OS4V. Source: OMol25; level of theory: ωB97M-V/def2-TZVPD.

Positions of all 94 atoms, in Å:
V  2.532  -0.068  0.333
S  3.063  -0.395  2.757
S  -1.482  0.106  0.182
S  0.439  2.246  0.519
S  0.252  -2.242  0.436
O  2.391  0.164  -1.570
N  4.568  -0.074  0.278
N  -0.863  -1.114  0.877
N  5.372  -0.001  1.388
N  1.667  -1.903  0.372
N  1.775  1.727  0.801
N  -0.660  1.318  -0.290
N  5.528  0.022  3.641
C  -1.556  3.479  4.379
C  0.730  5.766  -2.295
C  -1.627  -4.628  3.120
C  2.935  -0.028  -3.845
C  0.694  4.470  -2.799
C  -0.388  2.777  2.001
C  0.239  2.419  3.185
C  0.633  5.992  -0.930
C  3.311  -0.033  -2.491
C  -2.753  0.570  1.327
C  -0.547  -5.346  3.624
C  -1.148  -4.072  -1.152
C  -4.839  1.663  1.717
C  -0.369  -2.732  -3.470
C  0.739  -5.101  3.163
C  0.543  3.396  -1.939
C  -3.925  -1.804  -2.338
C  -1.587  3.476  1.976
C  -3.829  -1.046  -3.500
C  -3.851  1.264  0.833
C  4.675  -0.233  -2.174
C  0.485  4.924  -0.057
C  -2.605  0.286  2.674
C  3.856  -0.233  -4.847
C  -2.169  3.830  3.180
C  5.202  -0.442  -4.540
C  -0.132  -3.446  1.684
C  5.592  -0.432  -3.222
C  5.210  -0.199  -0.839
C  -4.708  1.386  3.073
C  0.955  -4.142  2.185
C  -1.165  -3.871  -3.549
C  -0.360  2.774  4.385
C  -3.014  0.076  -3.543
C  -3.594  0.710  3.549
C  -1.544  -4.543  -2.396
C  -3.204  -1.441  -1.215
C  0.417  3.642  -0.579
C  4.757  -0.105  2.530
C  -2.282  0.448  -2.426
C  -0.372  -2.926  -1.091
C  -1.423  -3.666  2.146
C  -2.387  -0.321  -1.278
C  0.045  -2.259  -2.237
H  -1.641  1.318  -2.436
H  -4.395  -1.334  -4.376
H  -2.140  -5.444  -2.462
H  6.636  -0.577  -2.968
H  -2.016  3.765  5.317
H  0.797  4.296  -3.862
H  -5.482  1.698  3.762
H  6.526  -0.010  3.518
H  -1.472  -4.247  -4.516
H  -2.045  3.749  1.032
H  -0.052  -2.226  -4.372
H  0.681  6.999  -0.539
H  -3.099  4.383  3.187
H  -4.560  -2.679  -2.308
H  -1.738  -0.261  3.023
H  -2.625  -4.813  3.495
H  -3.941  1.476  -0.225
H  0.560  2.377  -2.307
H  3.534  -0.227  -5.881
H  -2.251  -3.082  1.764
H  -3.495  0.501  4.606
H  -3.270  -2.021  -0.302
H  0.426  5.091  1.011
H  0.711  -1.403  -2.156
H  5.145  -0.273  4.520
H  -0.711  -6.093  4.389
H  1.579  -5.648  3.570
H  0.116  2.511  5.320
H  0.851  6.602  -2.971
H  1.889  0.146  -4.076
H  6.291  -0.272  -0.751
H  1.180  1.879  3.147
H  -1.431  -4.601  -0.253
H  1.949  -3.908  1.823
H  5.928  -0.601  -5.326
H  -5.711  2.185  1.348
H  -2.945  0.665  -4.448

## Properties
**HOMO (spin up / spin down)**: -9.2 / -9.3 eV
**Total charge**: +1
**Frontier orbital gap (spin up / spin down)**: 6.68 / 6.77 eV
**Molar mass**: 859.040 g/mol
**2S+1**: 3
**E_LUMO (spin up / spin down)**: -0.092 / -0.092 Eh
**Expectation value of S²**: 2.014
**ΔE to the lowest compared entry with this formula, charge and spin**: 17.6 kcal per mole

These are the Mulliken partial charges, in e, on atoms 1 to 4: number 1, V, carries -0.532; number 2, S, carries -0.493; number 3, S, carries 0.832; number 4, S, carries 2.025

=====

A molecular structure, C44H37N9P2SbSe4Tl. Source: OMol25; level of theory: ωB97M-V/def2-TZVPD.

Positions of all 98 atoms, in Å:
Tl  0.735  1.870  -0.195
Sb  3.256  4.286  0.827
Se  3.795  6.575  1.435
Se  2.228  4.072  -1.466
Se  5.165  2.728  0.856
Se  1.439  3.321  2.290
P  -1.131  -2.005  0.561
P  0.624  -0.665  2.426
N  4.250  0.981  -2.087
N  -1.543  3.513  -1.324
N  -2.090  2.308  1.050
N  4.029  -0.246  -6.508
N  4.194  0.343  -4.295
N  2.192  0.609  -3.034
N  -0.517  0.243  -2.900
N  2.072  0.152  -5.355
N  -0.415  -2.006  2.121
C  -3.186  5.499  -2.363
C  2.286  -1.331  2.024
C  -1.823  0.435  -2.773
C  0.379  -1.638  6.451
C  3.837  -3.110  1.527
C  -3.852  -4.648  2.198
C  -2.931  3.261  0.620
C  -4.659  5.274  -0.361
C  3.538  0.649  -3.155
C  0.239  -1.708  5.072
C  -2.647  3.894  -0.661
C  1.019  -2.096  -1.150
C  -2.940  -3.943  -0.318
C  2.129  -2.656  -1.770
C  -4.912  4.700  0.833
C  -2.053  5.110  -3.025
C  -3.368  2.137  3.062
C  -4.046  3.684  1.362
C  -0.683  0.908  -5.190
C  2.565  -2.688  1.875
C  0.139  -2.902  -0.427
C  -3.512  4.894  -1.137
C  0.045  0.494  -4.080
C  1.541  0.393  -4.153
C  -1.249  4.107  -2.456
C  -4.398  -5.252  1.077
C  -2.370  -3.339  0.806
C  0.735  -0.692  4.260
C  1.359  0.407  4.849
C  0.372  -4.275  -0.359
C  -3.939  -4.892  -0.186
C  1.505  0.471  6.227
C  -4.249  3.087  2.618
C  2.356  -4.022  -1.693
C  1.471  -4.833  -0.994
C  -2.046  1.106  -5.047
C  -2.632  0.875  -3.812
C  3.301  -0.400  1.807
C  -2.294  1.776  2.231
C  4.848  -2.178  1.326
C  3.410  0.105  -5.331
C  1.017  -0.550  7.031
C  4.578  -0.825  1.467
C  -2.848  -3.696  2.063
H  -4.362  -5.355  -1.069
H  3.110  0.670  1.885
H  -2.231  0.245  -1.784
H  4.033  -4.169  1.395
H  -0.273  -2.557  4.635
H  5.841  -2.507  1.044
H  -0.323  3.801  -2.930
H  -5.769  5.005  1.422
H  -3.689  1.040  -3.649
H  -2.583  -3.671  -1.305
H  1.720  1.222  4.224
H  1.789  -3.435  1.993
H  3.820  1.463  -1.302
H  -5.179  -5.995  1.182
H  1.127  -0.495  8.108
H  -2.436  -3.215  2.942
H  3.225  -4.453  -2.174
H  -0.168  1.082  -6.124
H  -0.010  -2.435  7.075
H  -1.757  5.570  -3.958
H  1.644  -5.902  -0.933
H  -5.309  6.049  -0.751
H  -4.207  -4.915  3.186
H  -2.642  1.450  -5.884
H  2.820  -2.017  -2.304
H  -3.479  1.671  4.032
H  4.992  0.037  -6.571
H  -1.569  1.033  2.550
H  -5.093  3.396  3.225
H  -0.114  -2.921  2.448
H  0.856  -1.027  -1.233
H  5.235  1.149  -2.195
H  3.465  -0.115  -7.331
H  5.335  -0.071  1.291
H  -3.828  6.278  -2.760
H  -0.303  -4.914  0.200
H  1.993  1.331  6.668

## Properties
**HOMO**: -1.1 eV
**Total charge**: -2
**Frontier orbital gap**: 4.73 eV
**Molar mass**: 1395.774 g/mol
**2S+1**: 1
**E_LUMO**: 0.133 Eh
**ΔE to the lowest compared entry with this formula, charge and spin**: 10.5 kcal per mole

These are the Mulliken partial charges, in e, on atoms 1 to 4: number 1, Tl, carries 0.902; number 2, Sb, carries 0.595; number 3, Se, carries -0.785; number 4, Se, carries -0.726

=====

A molecular structure, C44H37NOP2PtS. Source: OMol25; level of theory: ωB97M-V/def2-TZVPD.

Positions of all 87 atoms, in Å:
Pt  0.201  -0.760  0.264
S  -1.830  -0.865  1.585
P  0.370  1.518  0.380
P  -1.169  -1.199  -1.514
O  -2.420  -1.714  2.626
N  1.196  -0.729  1.996
C  -2.376  1.023  3.432
C  0.388  0.594  -4.816
C  0.118  0.259  -3.498
C  -3.882  -0.530  -1.913
C  4.677  2.679  1.371
C  2.600  -2.366  0.012
C  -2.119  -3.789  -0.962
C  -0.732  1.769  1.814
C  1.807  -0.578  4.722
C  4.301  -2.611  1.811
C  0.345  3.952  -0.935
C  -5.145  -0.166  -1.462
C  -1.340  4.636  -2.510
C  -1.491  3.250  3.572
C  -1.943  3.390  -2.408
C  -0.701  3.002  2.458
C  3.767  2.517  2.406
C  -1.114  -3.000  -1.515
C  -0.831  -0.720  -3.210
C  -1.226  -1.033  -5.563
C  -2.319  2.256  4.068
C  3.901  -1.786  4.096
C  0.023  -3.596  -2.074
C  2.948  2.214  -0.232
C  -1.401  2.424  -1.576
C  0.151  -4.975  -2.068
C  -1.985  -5.171  -0.967
C  -0.855  -5.760  -1.513
C  -1.608  0.790  2.303
C  -3.101  -0.531  0.352
C  2.032  2.057  0.807
C  -2.846  -0.725  -1.006
C  2.445  2.198  2.127
C  2.267  -1.357  2.331
C  -0.291  -0.044  -5.844
C  -1.493  -1.380  -4.249
C  -0.252  2.693  -0.840
C  -5.385  0.000  -0.105
C  3.097  -2.123  1.387
C  2.694  -1.247  3.734
C  -0.199  4.916  -1.770
C  4.268  2.526  0.052
C  4.694  -2.436  3.146
C  -4.362  -0.191  0.812
H  -2.769  -5.788  -0.549
H  5.646  -2.846  3.462
H  -2.193  -2.179  -4.035
H  0.783  -2.982  -2.547
H  -3.001  0.227  3.817
H  -2.837  3.166  -2.977
H  -3.003  -3.334  -0.532
H  4.242  -1.720  5.120
H  -0.081  0.221  -6.872
H  -1.447  4.217  4.056
H  -1.738  -1.542  -6.368
H  1.237  4.187  -0.371
H  2.234  -1.428  -0.447
H  1.735  2.075  2.934
H  0.650  0.748  -2.690
H  -3.706  -0.656  -2.974
H  -0.760  -6.838  -1.518
H  -4.544  -0.083  1.873
H  4.082  2.648  3.433
H  2.633  2.103  -1.264
H  -5.946  -0.020  -2.174
H  -1.760  5.389  -3.163
H  1.127  1.351  -5.040
H  -1.900  1.470  -1.495
H  1.725  0.486  4.498
H  1.768  -3.080  0.043
H  -6.371  0.279  0.242
H  2.196  -0.694  5.731
H  4.946  -3.151  1.130
H  5.706  2.933  1.590
H  1.021  -5.441  -2.511
H  -0.044  3.783  2.092
H  -2.922  2.434  4.948
H  0.271  5.888  -1.842
H  0.797  -0.984  4.670
H  4.977  2.654  -0.755
H  3.373  -2.782  -0.631

## Properties
**HOMO (spin up / spin down)**: -13.1 / -13.1 eV
**Total charge**: +2
**Frontier orbital gap (spin up / spin down)**: 5.68 / 5.68 eV
**Molar mass**: 884.879 g/mol
**2S+1**: 1
**E_LUMO (spin up / spin down)**: -0.272 / -0.272 Eh
**ΔE to the lowest compared entry with this formula, charge and spin**: 23.2 kcal per mole

These are the Mulliken partial charges, in e, on atoms 1 to 4: number 1, Pt, carries 2.989; number 2, S, carries 0.689; number 3, P, carries 0.527; number 4, P, carries 0.399

=====

| no. | electronic energy (hartree) | strongest force on any atom (Eh/bohr) |
| --- | --- | --- |
| 1 | -4006.748442 | 0.036 |
| 2 | -3709.013061 | 0.011 |
| 3 | -4693.831577 | 0.012 |
| 4 | -12893.195535 | 0.003 |
| 5 | -3028.565377 | 0.006 |